Computed, not measured: a molecular structure, CoI in a non-equilibrium geometry, with ωB97M-V with the def2-TZVPD basis set.

```
2
Properties=species:S:1:pos:R:3:mulliken_charge:R:1
Co 0.498 -0.941 -0.845 0.253
I -0.498 0.941 0.845 -0.253
```

Calculated values
strongest force on any atom = 1.389 eV Å⁻¹
energy above the lowest of the compared OMol25 structures with the same formula, charge and spin = 0.0 kcal per mole
<S²> = 6.008
HOMO energy (spin up / spin down) = -8.0 / -9.5 eV
orbital gap (spin up / spin down) = 8.27 / 6.82 eV
2S+1 = 5

Computed, not measured: 12 unconnected molecules or ions with the total composition C38H104N4O12 in a non-equilibrium geometry, with ωB97M-V with the def2-TZVPD basis set.

```
158
Properties=species:S:1:pos:R:3:mulliken_charge:R:1
C 17.691 21.170 19.911 -0.804
O 16.808 22.260 20.062 -0.390
C 16.744 23.155 18.913 -0.583
C 15.880 24.383 19.348 2.214
C 15.960 25.535 18.375 -1.082
N 16.313 24.924 20.603 -0.779
H 18.731 21.455 19.758 0.301
H 17.301 20.521 19.126 0.302
H 17.714 20.564 20.817 0.274
H 17.806 23.373 18.803 0.263
H 16.388 22.640 18.021 0.441
H 14.857 24.012 19.408 -1.414
H 15.320 26.363 18.679 0.441
H 15.601 25.205 17.400 -0.418
H 16.969 25.936 18.282 0.432
H 16.529 24.078 21.109 0.384
H 17.254 25.262 20.460 0.342
C 8.747 24.667 21.210 -0.991
O 9.781 24.642 20.239 -0.375
C 9.391 25.167 18.974 -1.242
C 10.624 25.395 17.983 1.867
C 11.693 26.352 18.521 -1.665
N 10.149 25.896 16.737 -0.058
H 9.217 24.168 22.058 0.343
H 7.808 24.199 20.915 0.310
H 8.579 25.661 21.624 0.334
H 8.724 24.469 18.467 0.518
H 8.888 26.118 19.146 0.494
H 11.128 24.437 17.857 -1.015
H 12.160 25.991 19.438 0.480
H 11.239 27.320 18.733 0.481
H 12.451 26.459 17.746 0.258
H 10.093 26.903 16.788 0.262
H 10.950 25.732 16.144 -0.661
C 4.036 26.566 12.489 -0.596
O 5.209 27.187 12.026 -0.352
C 6.085 27.462 13.152 -0.714
C 7.471 27.891 12.528 0.640
C 8.577 28.047 13.546 -1.153
N 7.268 29.255 12.055 -0.832
H 3.468 27.181 13.186 0.287
H 4.270 25.604 12.946 0.137
H 3.410 26.267 11.648 0.290
H 5.602 28.201 13.791 0.462
H 6.223 26.616 13.826 0.296
H 7.700 27.207 11.712 0.246
H 8.799 27.035 13.885 -0.019
H 8.157 28.505 14.442 0.375
H 9.514 28.486 13.203 0.473
H 6.512 29.240 11.385 0.288
H 8.000 29.584 11.441 0.217
C 12.314 21.634 17.205 0.169
O 11.733 20.937 18.282 -0.524
C 11.310 21.771 19.337 -1.114
C 12.383 22.594 20.054 1.885
C 13.575 21.729 20.473 -1.573
N 11.807 23.084 21.268 -0.877
H 13.293 22.038 17.465 -0.046
H 11.697 22.406 16.746 -0.203
H 12.369 20.916 16.387 0.359
H 10.613 22.527 18.977 0.237
H 10.779 21.173 20.077 0.430
H 12.734 23.434 19.455 -0.413
H 14.373 22.323 20.919 0.420
H 13.991 21.361 19.535 0.208
H 13.230 21.012 21.218 0.421
H 12.456 23.757 21.650 0.351
H 11.087 23.752 21.035 0.635
C 6.289 23.731 14.088 -1.569
C 7.592 23.823 14.901 0.777
C 8.843 23.937 13.957 -0.649
O 7.576 24.981 15.675 -0.581
H 5.398 23.723 14.716 0.432
H 6.396 22.873 13.424 0.440
H 6.187 24.524 13.347 0.184
H 7.644 22.971 15.579 0.358
H 9.205 22.943 13.696 0.542
H 9.721 24.354 14.451 -0.212
H 8.698 24.553 13.069 0.169
H 8.496 25.106 15.919 0.234
C 14.366 29.482 9.745 -1.284
C 14.928 28.141 9.254 0.334
C 15.061 27.107 10.377 -0.579
O 13.977 27.686 8.363 -0.569
H 13.556 29.330 10.459 0.185
H 13.996 30.100 8.927 0.332
H 15.107 30.106 10.245 0.384
H 15.877 28.323 8.748 0.433
H 15.687 26.245 10.147 0.494
H 14.113 26.737 10.767 -0.015
H 15.496 27.648 11.217 -0.105
H 14.498 27.630 7.559 0.347
C 10.796 21.474 11.085 -1.432
C 11.663 21.977 12.211 0.977
C 13.090 21.364 12.233 -1.566
O 11.763 23.315 12.021 -0.391
H 9.754 21.792 11.061 0.318
H 10.741 20.387 11.028 0.396
H 11.234 21.844 10.158 0.389
H 11.179 21.761 13.163 0.026
H 13.670 21.628 11.348 0.286
H 13.036 20.275 12.238 0.489
H 13.636 21.546 13.159 0.235
H 11.809 23.527 11.086 0.209
C 14.370 24.887 13.729 -0.734
C 13.182 25.321 14.559 0.925
C 12.268 26.362 13.909 -0.206
O 12.359 24.161 14.676 0.737
H 15.077 25.711 13.629 -0.087
H 14.105 24.639 12.701 0.102
H 14.911 24.030 14.130 -0.079
H 13.648 25.527 15.523 -0.314
H 11.767 25.976 13.021 0.007
H 12.795 27.260 13.586 0.487
H 11.507 26.659 14.631 -0.043
H 12.107 23.900 13.788 -0.662
C 16.193 30.095 16.362 -1.554
C 15.239 29.386 15.421 1.567
C 13.770 29.494 15.861 -1.352
O 15.444 29.968 14.121 -0.650
H 15.973 29.930 17.417 0.397
H 16.165 31.174 16.209 0.349
H 17.198 29.732 16.147 0.290
H 15.593 28.355 15.394 -0.201
H 13.597 30.556 16.035 0.447
H 13.434 28.846 16.670 0.202
H 13.062 29.421 15.034 0.328
H 16.287 29.665 13.774 0.218
C 18.330 27.781 13.714 -0.395
C 18.805 28.900 12.813 0.341
C 18.802 28.482 11.306 -1.259
O 17.970 29.978 13.128 -0.507
H 18.826 26.820 13.576 0.565
H 17.254 27.624 13.638 -0.510
H 18.559 28.157 14.711 0.148
H 19.803 29.183 13.146 0.470
H 19.039 29.372 10.723 0.392
H 17.797 28.203 10.990 0.049
H 19.549 27.731 11.046 0.415
H 18.479 30.781 13.000 0.279
C 19.737 24.772 16.178 -1.172
C 19.098 23.620 15.454 0.465
C 17.663 23.978 15.113 -0.923
O 19.756 23.187 14.333 -0.613
H 20.765 24.505 16.424 0.391
H 19.284 25.104 17.112 0.277
H 19.731 25.691 15.592 0.146
H 19.037 22.755 16.114 0.308
H 17.141 24.483 15.926 -0.150
H 17.043 23.133 14.812 0.571
H 17.617 24.675 14.277 0.396
H 19.341 22.368 14.049 0.359
C 11.270 27.317 10.400 0.127
O 11.404 27.963 9.120 -0.625
H 11.484 26.262 10.230 0.206
H 11.988 27.633 11.156 -0.162
H 10.262 27.511 10.766 0.078
H 12.298 27.750 8.841 0.463
```

Calculated values
strongest force on any atom = 3.368 eV Å⁻¹
energy above the lowest of the compared OMol25 structures with the same formula, charge and spin = 49.9 kcal per mole
HOMO energy = -8.9 eV
structure (SMILES) = COC[C@H](C)N.COC[C@H](C)N.COC[C@H](C)N.COC[C@H](C)N.CC(C)O.CC(C)O.CC(C)O.CC(C)O.CC(C)O.CC(C)O.CC(C)O.CO
orbital gap = 9.21 eV

Computed, not measured: C5H11NO2S in the gas phase in a non-equilibrium geometry, with ωB97M-V with the def2-TZVPD basis set.

```
20
Properties=species:S:1:pos:R:3:mulliken_charge:R:1
C 0.659 -1.512 1.679 -1.277
C -0.757 -1.028 1.292 0.533
C -1.428 -1.789 0.080 -1.387
C -0.713 0.331 0.645 0.499
O -1.585 1.164 0.628 -0.615
O 0.358 0.625 -0.133 -0.327
S -0.027 1.796 -1.362 0.396
C 1.736 1.949 -1.699 -0.833
N -0.944 1.503 -2.425 -0.625
H 0.758 -1.311 2.692 0.358
H 0.691 -2.520 1.530 0.395
H 1.508 -1.022 1.133 0.244
H -1.570 -1.156 2.078 0.358
H -2.394 -1.254 -0.088 0.392
H -0.667 -1.868 -0.739 0.304
H -1.592 -2.854 0.405 0.387
H -0.307 2.898 -0.622 0.175
H 2.162 0.934 -1.915 0.267
H 1.954 2.780 -2.357 0.376
H 2.158 2.332 -0.823 0.381
```

Calculated values
strongest force on any atom = 2.918 eV Å⁻¹
energy above the lowest of the compared OMol25 structures with the same formula, charge and spin = 113.3 kcal per mole
HOMO energy = -9.1 eV
structure (SMILES) = CC(C)C(=O)O[S@@H](C)#N
orbital gap = 9.66 eV

Computed, not measured: 2 unconnected molecules or ions with the total composition CCl3F2N in a non-equilibrium geometry, with ωB97M-V with the def2-TZVPD basis set.

```
7
Properties=species:S:1:pos:R:3:mulliken_charge:R:1
F 0.543 1.204 -1.747 -0.121
N 1.082 0.443 -0.751 -0.203
C 0.531 -0.667 -0.553 0.547
F 1.033 -1.416 0.402 -0.139
Cl -0.806 -1.383 -1.356 -0.074
Cl -1.017 0.131 2.623 -0.009
Cl -1.367 1.686 1.382 -0.002
```

Calculated values
strongest force on any atom = 1.087 eV Å⁻¹
energy above the lowest of the compared OMol25 structures with the same formula, charge and spin = 0.0 kcal per mole
HOMO energy = -11.1 eV
structure (SMILES) = F/N=C(/F)Cl.ClCl
orbital gap = 9.82 eV

Computed, not measured: a molecular structure, C2H6FNO2S in a non-equilibrium geometry, with ωB97M-V with the def2-TZVPD basis set.

```
13
Properties=species:S:1:pos:R:3:mulliken_charge:R:1
C 1.270 -0.032 -0.336 -0.250
C 0.578 -1.307 0.077 -0.781
N 0.539 1.151 0.227 -0.481
O -1.876 0.739 -1.337 -0.566
O -1.830 0.823 1.185 -0.562
F -2.435 -1.225 0.226 -0.300
S -1.485 0.136 -0.041 1.019
H 2.270 -0.160 -0.037 0.373
H 1.176 0.072 -1.464 0.309
H 0.159 -1.475 1.144 0.358
H 0.457 -2.016 -0.643 0.405
H 0.516 1.230 1.182 0.265
H 0.661 2.062 -0.183 0.211
```

Calculated values
strongest force on any atom = 6.434 eV Å⁻¹
energy above the lowest of the compared OMol25 structures with the same formula, charge and spin = 50.5 kcal per mole
HOMO energy (spin up / spin down) = -9.6 / -9.6 eV
orbital gap (spin up / spin down) = 8.27 / 8.27 eV

Computed, not measured: C5H7N in the gas phase, with ωB97M-V with the def2-TZVPD basis set.

```
13
Properties=species:S:1:pos:R:3:mulliken_charge:R:1
C 0.936 -0.780 0.918 -1.189
C 0.348 -0.415 -0.469 0.311
C 0.309 1.085 -0.572 -0.418
C -0.953 1.458 -0.332 -0.439
N -1.852 0.351 -0.249 -0.537
C -1.131 -0.697 -0.416 -0.282
H 1.963 -0.421 1.022 0.326
H 0.920 -1.857 1.116 0.319
H 0.338 -0.276 1.685 0.348
H 0.883 -0.940 -1.270 0.355
H 1.171 1.721 -0.741 0.396
H -1.357 2.459 -0.216 0.408
H -1.575 -1.689 -0.477 0.401
```

Calculated values
strongest force on any atom = 0.396 eV Å⁻¹
energy above the lowest of the compared OMol25 structures with the same formula, charge and spin = 23.9 kcal per mole
HOMO energy = -9.1 eV
structure (SMILES) = C[C@@H]1C=CN=C1
orbital gap = 9.97 eV